A cluster of 11 separate species, C28H71F9NO12S in total at a distorted geometry. Source: OMol25; level of theory: ωB97M-V with the def2-TZVPD basis set.

LUMO = 1.98 eV
F_max = 1.02 eV/Å
energy = -3363.9798 Ha
charge = -1

Each line ends with the Löwdin charge.
CARTESIAN COORDINATES (ANGSTROEM)
O  -0.883  -1.618  2.156  -0.066
C  -1.000  -1.890  0.935  -0.688
O  -1.251  -3.006  0.420  -0.059
C  -0.774  -0.718  -0.027  -0.167
N  0.667  -0.516  -0.241  -0.038
C  0.891  0.703  -1.025  -0.237
C  2.280  0.742  -1.658  -0.184
C  2.744  -0.642  -2.170  -0.165
C  3.401  -0.494  -3.546  -0.103
C  3.785  -1.821  -4.175  -0.461
F  5.082  -2.112  -3.804  0.094
F  3.040  -2.860  -3.755  0.124
C  3.836  -1.799  -5.730  -0.435
F  4.396  -0.662  -6.147  0.136
F  4.621  -2.808  -6.156  0.114
S  2.164  -2.053  -6.597  0.776
F  1.348  -1.607  -5.324  -0.115
F  2.151  -0.536  -7.102  -0.144
F  2.937  -2.450  -7.936  -0.142
F  2.135  -3.563  -6.146  -0.124
F  0.797  -2.289  -7.359  -0.120
H  -1.205  0.164  0.467  0.081
H  -1.299  -0.844  -0.971  0.088
H  1.045  -0.333  0.685  0.111
H  0.777  1.572  -0.360  0.105
H  0.116  0.802  -1.788  0.114
H  3.025  1.170  -0.992  0.083
H  2.227  1.425  -2.516  0.102
H  1.904  -1.328  -2.190  0.110
H  3.509  -1.004  -1.482  0.120
H  2.701  0.036  -4.198  0.116
H  4.294  0.126  -3.490  0.135
C  3.884  3.015  3.199  -0.087
C  4.015  2.142  1.965  -0.309
O  2.878  2.264  1.122  -0.084
H  2.980  2.752  3.749  0.062
H  4.747  2.900  3.860  0.074
H  3.801  4.066  2.914  0.061
H  4.079  1.091  2.243  0.116
H  4.922  2.404  1.408  0.108
H  2.798  3.187  0.859  0.090
C  1.068  7.020  4.432  -0.083
C  2.215  6.491  3.593  -0.326
O  1.805  6.253  2.247  -0.084
H  0.238  6.313  4.423  0.077
H  1.379  7.181  5.465  0.062
H  0.700  7.967  4.027  0.071
H  2.564  5.543  3.990  0.073
H  3.056  7.195  3.595  0.110
H  1.496  7.086  1.878  0.075
C  1.854  -7.504  -7.442  -0.089
C  0.597  -7.269  -8.259  -0.325
O  -0.315  -6.411  -7.580  -0.086
H  1.602  -7.937  -6.473  0.077
H  2.541  -8.176  -7.960  0.071
H  2.371  -6.560  -7.251  0.067
H  0.068  -8.206  -8.433  0.108
H  0.853  -6.837  -9.234  0.106
H  0.137  -5.575  -7.424  0.071
C  -0.090  1.582  4.789  -0.079
C  -1.293  2.251  4.150  -0.334
O  -1.339  2.003  2.757  -0.090
H  0.828  1.946  4.326  0.054
H  -0.045  1.783  5.862  0.068
H  -0.131  0.502  4.636  0.079
H  -1.249  3.334  4.284  0.101
H  -2.219  1.886  4.613  0.100
H  -1.397  1.044  2.620  0.066
C  -5.510  1.604  -0.437  -0.087
C  -4.664  1.505  0.821  -0.310
O  -3.422  0.861  0.575  -0.087
H  -5.708  0.610  -0.840  0.069
H  -6.464  2.094  -0.231  0.069
H  -4.988  2.172  -1.211  0.074
H  -5.182  0.923  1.582  0.116
H  -4.464  2.501  1.232  0.104
H  -2.948  1.373  -0.090  0.080
C  4.349  6.065  7.514  -0.090
C  3.043  5.298  7.620  -0.319
O  2.707  4.653  6.397  -0.090
H  4.288  6.808  6.718  0.070
H  4.584  6.572  8.451  0.072
H  5.173  5.390  7.272  0.073
H  2.219  5.975  7.845  0.107
H  3.102  4.555  8.423  0.109
H  3.414  4.036  6.183  0.076
C  0.655  -4.381  3.520  -0.096
C  1.060  -5.247  2.337  -0.348
O  -0.033  -5.482  1.470  -0.103
H  -0.150  -4.862  4.077  0.070
H  1.501  -4.215  4.195  0.061
H  0.281  -3.414  3.175  0.047
H  1.415  -6.224  2.676  0.095
H  1.876  -4.765  1.782  0.103
H  -0.327  -4.604  1.170  0.035
C  -5.282  4.113  5.619  -0.094
C  -5.195  3.368  4.299  -0.331
O  -6.415  3.460  3.564  -0.090
H  -6.094  3.712  6.227  0.073
H  -4.349  4.029  6.178  0.070
H  -5.489  5.174  5.451  0.069
H  -4.999  2.312  4.473  0.112
H  -4.380  3.767  3.687  0.106
H  -6.585  4.392  3.395  0.075
C  -4.559  -1.808  -3.620  -0.087
C  -3.106  -1.443  -3.391  -0.313
O  -2.943  -0.271  -2.602  -0.103
H  -5.097  -0.997  -4.114  0.072
H  -4.633  -2.704  -4.240  0.055
H  -5.064  -2.000  -2.669  0.078
H  -2.610  -1.244  -4.341  0.113
H  -2.584  -2.271  -2.899  0.105
H  -3.350  -0.441  -1.742  0.061
C  -1.696  -5.235  -3.903  -0.080
C  -3.208  -5.245  -3.797  -0.312
O  -3.828  -5.064  -5.073  -0.097
H  -1.354  -4.297  -4.343  0.068
H  -1.234  -5.349  -2.921  0.084
H  -1.348  -6.047  -4.548  0.065
H  -3.546  -4.424  -3.168  0.089
H  -3.559  -6.181  -3.351  0.110
H  -3.543  -5.787  -5.640  0.074



A cluster of 5 separate species, C28H72NO20P6S in total at a distorted geometry. Source: OMol25; level of theory: ωB97M-V with the def2-TZVPD basis set.

LUMO = -3.66 eV
F_max = 6.92 eV/Å
energy = -5116.0444 Ha
charge = +1

Each line ends with the Löwdin charge.
CARTESIAN COORDINATES (ANGSTROEM)
O  5.511  -3.116  1.284  -0.203
P  4.202  -3.696  1.048  0.458
O  3.600  -4.219  2.432  -0.075
O  3.185  -2.636  0.403  -0.091
C  4.309  -5.095  -0.160  -0.362
O  4.812  -4.489  -1.330  -0.104
C  4.761  -5.378  -2.433  -0.154
C  3.319  -5.470  -2.901  -0.064
N  2.354  -5.365  -1.748  0.085
C  2.930  -5.780  -0.410  -0.391
P  2.930  -7.636  -0.138  0.397
S  4.643  -8.483  -0.351  0.255
H  2.766  -4.701  2.362  0.077
H  2.286  -2.976  0.462  0.073
H  5.048  -5.778  0.275  0.110
H  5.171  -6.359  -2.179  0.094
H  5.335  -4.934  -3.243  0.148
H  3.123  -6.327  -3.540  0.145
H  3.128  -4.601  -3.528  0.142
H  1.487  -5.883  -1.926  0.131
H  2.106  -4.377  -1.656  0.171
H  2.232  -5.381  0.332  0.098
H  1.947  -8.165  -0.993  -0.013
H  2.413  -7.753  1.162  -0.005
O  1.009  3.344  -1.986  -0.210
P  0.591  2.392  -0.924  0.523
O  1.489  1.075  -1.233  -0.207
C  2.890  1.089  -0.938  -0.273
C  3.138  0.942  0.550  -0.077
O  -0.812  1.844  -1.547  -0.224
C  -1.542  2.545  -2.550  -0.291
C  -1.240  1.932  -3.899  -0.066
O  0.161  1.970  0.561  -0.188
C  -0.379  2.960  1.476  -0.236
C  -1.731  3.469  1.025  -0.067
H  3.349  1.999  -1.334  0.114
H  3.327  0.243  -1.468  0.113
H  2.794  1.815  1.107  0.064
H  4.200  0.808  0.761  0.085
H  2.585  0.079  0.921  0.066
H  -1.333  3.614  -2.527  0.105
H  -2.603  2.424  -2.321  0.117
H  -0.169  1.850  -4.082  0.080
H  -1.681  2.505  -4.716  0.082
H  -1.656  0.924  -3.927  0.052
H  0.328  3.784  1.591  0.114
H  -0.462  2.464  2.441  0.122
H  -1.651  4.083  0.124  0.074
H  -2.185  4.084  1.802  0.087
H  -2.391  2.633  0.795  0.078
O  -0.432  -5.412  -3.075  -0.253
P  -1.852  -5.055  -3.276  0.439
O  -2.354  -4.173  -2.050  -0.171
C  -1.800  -2.865  -1.843  -0.257
C  -2.335  -1.848  -2.834  -0.060
O  -2.661  -6.421  -2.988  -0.185
C  -2.012  -7.687  -2.894  -0.290
C  -1.753  -8.058  -1.448  -0.073
O  -2.860  -4.554  -4.387  -0.162
C  -2.565  -4.773  -5.794  -0.231
C  -2.597  -6.238  -6.172  -0.067
H  -0.706  -2.909  -1.889  0.100
H  -2.079  -2.576  -0.831  0.114
H  -1.985  -2.062  -3.846  0.073
H  -2.001  -0.847  -2.563  0.066
H  -3.424  -1.871  -2.857  0.094
H  -1.089  -7.696  -3.476  0.096
H  -2.683  -8.417  -3.347  0.125
H  -1.244  -7.250  -0.920  0.063
H  -1.145  -8.963  -1.386  0.075
H  -2.692  -8.240  -0.927  0.084
H  -1.596  -4.331  -6.033  0.119
H  -3.321  -4.221  -6.346  0.125
H  -1.761  -6.783  -5.727  0.069
H  -2.526  -6.347  -7.254  0.089
H  -3.517  -6.706  -5.825  0.092
O  4.935  7.859  -0.965  -0.208
P  3.781  7.732  -0.069  0.434
O  2.454  8.253  -0.784  -0.176
C  1.957  7.549  -1.932  -0.258
C  1.294  6.237  -1.560  -0.100
O  3.973  8.898  1.033  -0.200
C  5.204  9.612  1.155  -0.297
C  5.149  10.927  0.406  -0.071
O  3.120  6.712  0.975  -0.186
C  3.949  5.704  1.589  -0.261
C  4.984  6.290  2.528  -0.070
H  2.770  7.384  -2.643  0.115
H  1.234  8.212  -2.404  0.119
H  2.018  5.521  -1.177  0.050
H  0.801  5.783  -2.416  0.067
H  0.556  6.413  -0.774  0.084
H  6.042  9.004  0.815  0.100
H  5.352  9.797  2.221  0.117
H  4.817  10.781  -0.621  0.078
H  6.130  11.404  0.395  0.078
H  4.440  11.605  0.883  0.077
H  4.431  5.105  0.812  0.116
H  3.273  5.049  2.137  0.110
H  5.749  6.843  1.980  0.071
H  5.481  5.495  3.085  0.083
H  4.518  6.981  3.229  0.089
O  -3.531  0.865  4.810  -0.217
P  -4.875  0.279  4.854  0.434
O  -4.937  -0.909  5.913  -0.178
C  -4.760  -0.620  7.310  -0.263
C  -5.978  0.039  7.927  -0.077
O  -4.992  -0.583  3.482  -0.196
C  -4.031  -0.437  2.445  -0.304
C  -2.973  -1.518  2.530  -0.074
O  -6.410  0.696  4.848  -0.176
C  -6.794  1.990  4.326  -0.242
C  -6.566  2.106  2.833  -0.071
H  -3.871  0.001  7.446  0.113
H  -4.573  -1.578  7.792  0.118
H  -6.128  1.044  7.529  0.068
H  -5.860  0.118  9.008  0.081
H  -6.878  -0.535  7.707  0.085
H  -3.579  0.555  2.469  0.090
H  -4.567  -0.522  1.497  0.117
H  -2.552  -1.579  3.534  0.077
H  -2.163  -1.330  1.820  0.064
H  -3.407  -2.495  2.306  0.075
H  -6.253  2.774  4.861  0.119
H  -7.851  2.105  4.557  0.121
H  -5.501  2.125  2.594  0.065
H  -7.009  3.028  2.456  0.084
H  -7.006  1.258  2.309  0.088